Run i
67
Properties=species:S:1:pos:R:3:lowdin_charge:R:1 method="wB97M-V/def2-TZVPD" multiplicity=4 charge=+1 s2=3.770 orbital_gap_ev="5.85 / 5.39" mol_weight_da=752.9 e_lumo_ev="-2.669 / -3.303"
W 0.116 -0.085 0.058 1.30
C 0.986 1.145 3.245 -0.11
N -0.128 0.493 2.474 -0.20
C -1.223 1.478 2.481 -0.13
C -2.316 1.192 1.510 -0.25
C -3.643 1.449 1.810 0.00
C -4.605 1.283 0.831 -0.03
C -4.204 0.854 -0.425 -0.03
C -2.870 0.584 -0.645 -0.12
N -1.925 0.747 0.302 -0.05
C -0.489 -0.785 3.111 -0.11
C -1.072 -1.838 2.214 -0.23
C -1.836 -2.862 2.751 0.00
C -2.179 -3.944 1.962 -0.02
C -1.736 -3.986 0.648 -0.02
C -1.013 -2.920 0.163 -0.10
N -0.704 -1.854 0.922 -0.05
C 1.833 1.883 2.290 -0.37
C 2.477 3.060 2.236 -0.12
C 3.271 3.187 1.053 -0.25
C 2.543 1.753 -1.299 -0.70
C 4.428 0.680 0.159 -0.31
N 2.027 1.045 1.167 -0.30
H 1.551 0.341 3.718 0.13
H 0.587 1.797 4.027 0.14
H -0.764 2.429 2.187 0.15
H -1.631 1.602 3.490 0.14
H -3.906 1.785 2.804 0.12
H -5.646 1.484 1.043 0.12
H -4.912 0.716 -1.229 0.12
H -2.525 0.224 -1.602 0.05
H -1.145 -0.633 3.975 0.14
H 0.445 -1.224 3.471 0.13
H -2.133 -2.814 3.790 0.13
H -2.771 -4.752 2.370 0.12
H -1.948 -4.826 0.003 0.12
H -0.654 -2.897 -0.856 0.08
H 2.429 3.847 2.973 0.11
H 3.750 4.024 0.581 0.08
H 3.067 1.420 -2.168 0.01
H 5.387 1.152 0.030 0.07
C -0.043 3.922 -4.560 -0.08
C -1.168 3.284 -3.783 -0.24
O -0.997 1.848 -3.548 -0.31
P 0.277 1.133 -2.977 0.10
S -0.257 -0.671 -2.371 0.46
S 0.835 2.274 -1.331 0.72
O 1.305 1.216 -4.138 -0.27
C 2.606 0.611 -4.449 -0.21
C 2.762 -0.801 -3.948 -0.08
H -0.293 4.972 -4.718 0.09
H 0.084 3.447 -5.532 0.09
H 0.903 3.883 -4.022 0.07
H -2.103 3.332 -4.334 0.13
H -1.307 3.752 -2.809 0.11
H 3.362 1.283 -4.048 0.11
H 2.647 0.672 -5.534 0.13
H 2.753 -0.858 -2.858 0.05
H 3.723 -1.174 -4.307 0.10
H 1.978 -1.446 -4.339 0.08
Cl 3.138 1.705 0.239 1.01
C 4.194 -0.824 0.172 -0.14
C 2.767 -1.269 0.534 -0.64
O 1.862 -1.215 -0.424 -0.29
O 2.492 -1.524 1.698 0.03
H 4.819 -1.239 0.962 0.11
H 4.476 -1.240 -0.800 0.10

Run ii
67
Properties=species:S:1:pos:R:3:lowdin_charge:R:1 method="wB97M-V/def2-TZVPD" multiplicity=4 charge=+1 s2=3.768 orbital_gap_ev="7.16 / 8.57" mol_weight_da=752.9 e_lumo_ev="-2.464 / -2.848"
W 0.116 -0.102 -0.056 1.19
C 2.725 -2.263 0.362 -0.12
N 1.417 -2.280 0.970 -0.24
C 1.442 -2.093 2.401 -0.12
C 1.615 -0.634 2.732 -0.24
C 2.054 -0.286 3.997 -0.01
C 2.302 1.037 4.303 -0.03
C 2.128 1.973 3.300 -0.03
C 1.661 1.557 2.074 -0.17
N 1.367 0.274 1.768 -0.05
C 0.564 -3.366 0.534 -0.11
C -0.857 -3.020 0.870 -0.31
C -1.760 -4.006 1.215 -0.03
C -3.080 -3.672 1.458 -0.05
C -3.447 -2.346 1.343 -0.05
C -2.488 -1.415 1.002 -0.15
N -1.195 -1.720 0.788 -0.03
C 2.607 -1.903 -1.094 -0.25
C 3.527 -2.380 -2.007 0.00
C 3.423 -2.021 -3.339 -0.02
C 2.387 -1.185 -3.711 -0.02
C 1.506 -0.743 -2.745 -0.14
N 1.589 -1.097 -1.446 -0.03
H 3.252 -3.218 0.469 0.14
H 3.326 -1.501 0.862 0.14
H 2.255 -2.658 2.871 0.14
H 0.513 -2.460 2.837 0.14
H 2.218 -1.070 4.729 0.13
H 2.644 1.325 5.291 0.12
H 2.342 3.023 3.456 0.12
H 1.510 2.270 1.283 0.01
H 0.839 -4.332 0.974 0.14
H 0.643 -3.462 -0.552 0.14
H -1.420 -5.033 1.277 0.13
H -3.803 -4.431 1.727 0.12
H -4.468 -2.023 1.506 0.12
H -2.761 -0.381 0.877 0.04
H 4.320 -3.033 -1.664 0.12
H 4.135 -2.391 -4.067 0.12
H 2.250 -0.860 -4.734 0.12
H 0.723 -0.050 -3.017 0.06
C -3.948 2.963 -1.090 -0.08
C -2.930 3.243 -2.171 -0.21
O -1.612 2.696 -1.909 -0.31
P -0.731 2.754 -0.638 -0.03
S -1.371 1.704 0.969 0.41
S 1.056 2.012 -1.177 0.43
O -0.749 4.302 -0.301 -0.29
C -0.199 4.893 0.902 -0.26
C 1.224 5.352 0.673 -0.07
H -4.905 3.390 -1.391 0.09
H -3.661 3.414 -0.140 0.06
H -4.076 1.890 -0.942 0.07
H -2.806 4.312 -2.336 0.12
H -3.208 2.773 -3.108 0.12
H -0.271 4.177 1.721 0.08
H -0.850 5.732 1.126 0.12
H 1.861 4.521 0.364 0.05
H 1.623 5.779 1.596 0.08
H 1.263 6.115 -0.106 0.09
Cl -2.528 -3.112 -1.887 0.66
C -2.234 -1.940 -3.201 -0.45
C -1.594 -0.601 -2.830 -0.69
O -1.428 0.154 -3.767 0.06
O -1.286 -0.383 -1.590 -0.27
H -3.180 -1.744 -3.694 0.08
H -1.576 -2.423 -3.915 0.08

Most stable: run ii

Run i
17
Properties=species:S:1:pos:R:3:lowdin_charge:R:1 method="wB97M-V/def2-TZVPD" orbital_gap_ev="8.50 / 9.00" mol_weight_da=103.1 e_lumo_ev="0.674 / 0.761"
C -0.939 -0.380 -0.009 -0.45
C 0.492 0.078 -0.214 -0.25
C -1.538 -0.227 1.372 -0.03
C 1.434 -0.761 -1.030 -0.01
C 0.988 1.230 0.489 -0.05
N -1.376 0.541 -1.014 0.08
F -1.068 0.185 -2.345 -0.15
H -1.062 -1.470 -0.321 0.15
H -0.705 -0.023 1.932 0.03
H -1.920 -1.249 1.651 0.10
H -2.338 0.512 1.485 0.09
H 1.387 -1.744 -0.613 0.09
H 2.356 -0.314 -1.177 0.06
H 0.916 -0.782 -1.986 0.08
H 1.214 1.904 -0.320 0.10
H 1.876 0.887 0.980 0.10
H 0.283 1.612 1.121 0.05

Run ii
17
Properties=species:S:1:pos:R:3:lowdin_charge:R:1 method="wB97M-V/def2-TZVPD" orbital_gap_ev=10.14 smiles="C/C=C(/F)CCN" mol_weight_da=103.1 e_lumo_ev=1.000
C -2.120 -1.147 -0.249 -0.09
C -1.632 0.283 -0.256 -0.08
C -0.456 0.592 0.276 -0.33
F -0.088 1.878 -0.029 0.00
C 0.524 -0.179 1.088 -0.14
C 1.527 -0.972 0.222 -0.29
N 2.085 -0.271 -0.934 -0.02
H -1.530 -1.776 0.406 0.06
H -3.193 -1.263 -0.014 0.08
H -1.973 -1.583 -1.229 0.07
H -2.188 1.031 -0.763 0.10
H -0.083 -0.825 1.780 0.12
H 1.033 0.568 1.780 0.14
H 2.348 -1.309 0.848 0.10
H 1.079 -1.910 -0.202 0.12
H 2.374 0.720 -0.738 0.09
H 1.277 -0.114 -1.566 0.07

Most stable: run ii

Run i
12
Properties=species:S:1:pos:R:3:lowdin_charge:R:1 method="wB97M-V/def2-TZVPD" charge=+1 orbital_gap_ev=10.12 mol_weight_da=105.1 e_lumo_ev=-4.433
C -0.621 -2.071 1.125 -0.39
N -0.409 1.788 -0.714 0.00
N -0.821 -2.544 2.192 0.22
N -0.272 0.781 -1.419 0.05
N 0.764 0.047 -1.396 0.13
O -0.287 -1.507 0.165 0.10
O 0.621 2.180 0.166 0.05
H -1.015 2.627 -0.787 0.22
H -0.550 -3.424 2.660 0.13
H 1.526 0.100 -0.725 0.15
H 0.782 -0.757 -2.113 0.20
H 0.281 2.780 0.847 0.14

Run ii
12
Properties=species:S:1:pos:R:3:lowdin_charge:R:1 method="wB97M-V/def2-TZVPD" charge=+1 orbital_gap_ev=10.00 smiles="[NH2+]=C(NO)NN=O" mol_weight_da=105.1 e_lumo_ev=-4.825
N -0.119 -1.432 0.016 0.22
C -0.094 -0.087 -0.046 -0.21
N -1.220 0.710 -0.043 0.01
O -2.434 0.064 0.161 -0.01
N 1.258 0.563 -0.033 0.08
N 2.390 -0.261 -0.035 -0.06
O 3.447 0.301 -0.010 0.08
H 0.845 -1.981 0.064 0.20
H -0.995 -1.859 -0.172 0.11
H -1.140 1.654 0.364 0.18
H -3.189 0.728 -0.225 0.23
H 1.251 1.602 -0.040 0.17

Most stable: run i

Run i
17
Properties=species:S:1:pos:R:3:lowdin_charge:R:1 method="wB97M-V/def2-TZVPD" multiplicity=3 charge=-1 s2=2.012 orbital_gap_ev="5.01 / 6.77" mol_weight_da=121.1 e_lumo_ev="4.063 / 3.558"
C 3.194 -0.641 -0.460 -0.18
C -1.733 -1.344 0.241 -0.20
C -0.559 2.248 0.018 -0.24
C -0.373 -1.461 -0.410 -0.38
O 0.468 0.189 1.605 -0.48
O 0.010 1.213 -0.713 -0.40
P 0.761 -0.060 0.165 0.65
H 3.574 -0.175 0.480 -0.11
H 3.299 0.173 -1.216 -0.12
H -1.594 -1.161 1.308 0.05
H -2.275 -0.496 -0.179 0.06
H -2.338 -2.247 0.111 0.05
H -0.073 3.201 -0.230 0.06
H -0.445 2.056 1.092 0.05
H -1.629 2.329 -0.216 0.06
H -0.432 -1.454 -1.498 0.06
H 0.145 -2.370 -0.098 0.05

Run ii
17
Properties=species:S:1:pos:R:3:lowdin_charge:R:1 method="wB97M-V/def2-TZVPD" multiplicity=3 charge=-1 s2=2.004 orbital_gap_ev="3.05 / 8.33" mol_weight_da=121.1 e_lumo_ev="3.954 / 2.078"
C -1.063 -0.415 2.187 -0.34
C -0.130 -0.217 -2.201 -0.16
C 1.839 0.696 0.976 -0.29
C -1.071 -0.823 -1.096 -0.29
O -1.001 1.685 0.421 -0.40
O 0.893 -0.086 0.394 -0.39
P -0.840 0.219 0.592 0.58
H -0.969 -1.471 2.436 -0.06
H -2.052 -0.035 2.605 -0.01
H 0.478 0.696 -1.896 0.08
H 0.652 -0.835 -2.416 0.01
H -0.532 0.156 -3.114 0.04
H 1.874 1.748 0.528 0.08
H 2.923 0.388 0.817 0.07
H 1.885 0.842 2.069 0.06
H -0.832 -1.795 -0.846 0.00
H -2.054 -0.752 -1.456 0.01

Most stable: run i

Run i
9
Properties=species:S:1:pos:R:3:lowdin_charge:R:1 method="wB97M-V/def2-TZVPD" orbital_gap_ev=9.61 smiles="O=CNS.N#N" mol_weight_da=105.1 e_lumo_ev=0.683
O -1.146 -0.683 -1.262 0.00
C -0.938 -0.740 -0.086 -0.50
N -0.367 0.221 0.630 -0.42
S -0.227 1.819 0.112 0.77
H -0.883 -1.725 0.378 0.13
H -0.065 0.103 1.527 0.04
H -0.627 1.398 -1.097 -0.11
N 1.933 -0.516 -0.499 0.06
N 2.321 0.124 0.297 0.03

Run ii
9
Properties=species:S:1:pos:R:3:lowdin_charge:R:1 method="wB97M-V/def2-TZVPD" orbital_gap_ev=8.75 mol_weight_da=105.1 e_lumo_ev=-0.446
C 0.350 1.436 -1.666 -0.04
N 0.427 0.853 -0.540 -0.17
N 0.752 0.288 0.409 0.09
N -1.338 -1.301 1.081 -0.31
O 0.836 -2.019 2.183 -0.51
S 0.089 -1.837 0.936 0.78
H -0.514 1.710 -2.364 0.10
H 1.274 1.959 -1.933 0.07
H -1.876 -1.089 1.893 0.00

Most stable: run i